No. 1
Density functional theory data (ωB97M-V/def2-TZVPD) for C5H9N3 as an isolated structure.

```
17
Properties=species:S:1:pos:R:3:forces:R:3:nbo_charge:R:1
C -0.690438 0.429666 0.389699 1.62 -4.15 -0.01 0.198
C -1.925934 -0.063869 0.325512 0.76 -1.50 1.37 -0.266
C 0.986627 -0.729971 0.444725 -3.12 3.39 1.48 -0.302
C -3.162318 0.554168 -0.084747 -1.85 2.21 -1.28 -0.648
C 3.174832 0.227993 -0.425217 -1.45 -2.78 1.07 -0.401
N -0.136609 1.560600 -0.047147 1.57 0.36 -1.79 -0.318
N 1.077198 1.407770 -0.420915 -0.16 2.89 0.20 0.067
N 1.752607 0.374223 -0.010874 0.70 -1.00 -0.43 -0.239
H -2.157228 -1.033371 0.789377 0.90 0.05 -0.35 0.207
H 1.060011 -0.892173 1.509408 0.47 -0.75 0.03 0.207
H 1.013084 -1.508120 -0.258232 -0.48 -1.31 -0.52 0.197
H -3.815552 -0.041846 -0.746606 0.40 -0.54 0.64 0.221
H -3.001046 1.411860 -0.769689 0.07 0.10 0.89 0.223
H -3.771297 0.845391 0.802396 0.26 0.03 -0.70 0.223
H 3.824224 0.511182 0.376825 0.48 0.63 0.17 0.210
H 3.372481 -0.870086 -0.594173 -0.39 0.85 0.46 0.198
H 3.378034 0.597688 -1.378067 0.20 1.52 -1.24 0.223
```
Forces are in eV/Å.

The orbital gap is 8.379 eV. The calculation puts the energy relative to the best compared isomer or geometry (same formula, charge and spin) at 116.5 kcal/mol. The calculated total energy is -360.01154 hartree.



No. 2
Density functional theory data (ωB97M-V/def2-TZVPD) for C34H36Cl3N6O2OsS as an isolated structure.

```
83
Properties=species:S:1:pos:R:3:forces:R:3:lowdin_spin:R:1
Os -0.056025 -0.308098 -1.852202 0.21 0.17 0.22 2.487
N 0.158204 0.749204 -5.823234 -0.12 0.07 0.20 0.019
C 0.941243 -0.365271 -6.015427 0.08 -0.11 0.00 0.006
C 1.018053 -0.996516 -4.813752 0.05 -0.13 -0.13 0.006
N 0.277612 -0.280047 -3.902977 0.22 -0.31 0.26 0.029
C -0.225899 0.776141 -4.544786 0.06 0.13 -0.12 0.033
C -0.988670 1.685829 -3.721851 -0.07 0.17 -0.09 0.035
N -1.049872 1.385257 -2.416175 -0.08 -0.08 0.05 0.024
C -1.872048 2.320662 -1.826395 0.06 0.09 0.29 0.006
C -2.276138 3.198794 -2.777495 -0.03 0.02 0.01 0.004
N -1.707803 2.780598 -3.959181 0.03 -0.11 -0.12 0.021
H -0.063524 1.424356 -6.540994 -0.02 0.04 -0.04 0.000
H 1.366813 -0.600682 -6.976676 0.00 -0.01 0.02 0.000
H 1.535466 -1.902943 -4.547992 0.00 0.02 -0.03 0.001
H -2.098379 2.296329 -0.774910 -0.03 0.04 0.04 0.001
H -2.906679 4.069789 -2.729514 -0.02 0.01 0.05 0.000
H -1.845657 3.233750 -4.851692 -0.01 0.03 -0.04 0.000
C -1.901274 -2.831869 -2.947847 -0.05 -0.16 -0.07 0.048
C -1.388087 -3.937372 -2.028611 0.00 0.02 0.04 0.009
C -1.819486 -3.704434 -0.576919 -0.01 -0.04 -0.07 0.007
C 0.095030 -4.224369 -2.138527 -0.11 -0.01 0.01 0.094
C 0.520271 -5.476185 -2.487703 -0.15 0.06 0.00 0.047
C 1.887438 -5.808598 -2.520953 0.15 -0.08 -0.01 0.248
C 2.873963 -4.874185 -2.191617 0.02 -0.01 -0.02 0.013
C 2.529364 -3.599099 -1.827805 0.06 0.10 0.08 0.128
C 3.535981 -2.557534 -1.412436 0.02 -0.06 0.03 0.014
C 4.951354 -2.857094 -1.897140 0.00 -0.02 -0.03 0.001
C 3.514502 -2.403359 0.119908 -0.02 0.00 0.00 0.012
C 1.114880 -3.255314 -1.819126 0.20 -0.27 -0.11 0.216
O 0.809080 -2.047788 -1.484908 -0.27 0.32 0.10 0.338
H -2.991396 -2.834611 -2.958843 0.01 0.00 -0.03 0.003
H -1.539432 -2.930228 -3.972161 0.00 0.03 0.01 0.001
H -1.623986 -1.824438 -2.588175 -0.05 0.11 0.08 0.019
H -1.876709 -4.853869 -2.366610 -0.04 0.01 0.00 0.002
H -1.358145 -2.799558 -0.177667 -0.01 0.03 0.02 0.002
H -1.538599 -4.541443 0.061431 0.01 0.03 0.01 0.000
H -2.901862 -3.585642 -0.520138 0.02 -0.01 0.00 0.000
H -0.206852 -6.240732 -2.732592 0.00 0.02 0.01 0.000
H 2.177780 -6.814651 -2.798521 -0.01 0.02 0.01 0.011
H 3.912985 -5.171212 -2.225667 -0.02 0.02 0.01 -0.002
H 3.215403 -1.605131 -1.847010 -0.01 0.06 -0.03 0.004
H 5.380693 -3.712229 -1.372058 -0.01 0.02 -0.01 0.000
H 5.595166 -2.002409 -1.693899 0.00 -0.01 0.01 0.000
H 4.986367 -3.057358 -2.969487 0.01 0.01 0.02 0.000
H 3.811450 -3.337732 0.598850 -0.01 0.02 -0.01 0.000
H 2.526857 -2.125848 0.491813 0.00 0.00 0.02 0.000
H 4.227618 -1.635224 0.420745 -0.02 -0.01 -0.01 0.001
Cl -2.033266 -0.795611 7.634761 -0.03 -0.05 0.05 0.000
C -1.303289 0.322827 6.554757 0.05 0.04 -0.03 0.000
C -2.092607 1.130674 5.752255 -0.03 0.01 0.00 0.000
C -1.488107 2.019093 4.879012 -0.02 0.02 -0.01 0.000
C -0.104555 2.119692 4.768222 0.08 -0.09 -0.08 0.000
C 0.535369 3.089248 3.782108 -0.41 0.07 -0.20 0.000
C 1.420408 2.416380 2.699371 -0.20 0.24 0.17 0.000
N 0.818595 1.317657 1.912001 -0.17 -0.02 -0.18 0.010
C 0.339233 0.103491 2.369452 -0.02 0.17 -0.10 0.014
C -0.085782 -0.583823 1.280462 0.15 -0.19 0.11 0.011
N 0.135141 0.195759 0.158100 -0.17 -0.27 -0.65 0.045
C 0.683017 1.334577 0.589493 -0.01 0.32 0.23 0.027
O -0.408842 4.037511 3.284745 0.59 -0.37 0.25 0.000
C -1.225070 3.725692 2.169457 -0.14 0.15 0.04 0.000
C -2.321569 4.744258 2.127292 0.60 0.79 -0.45 0.000
C -2.108306 6.070457 1.792231 -0.66 -0.71 0.24 0.000
Cl -0.632100 6.735488 1.307941 0.57 0.28 -0.21 0.000
S -3.533325 7.024373 1.903624 0.35 -0.38 -0.01 0.000
C -4.436944 5.662241 2.383067 0.13 -0.60 0.11 0.000
C -3.666124 4.522686 2.463199 -1.03 0.40 0.20 0.000
C 0.657553 1.329904 5.632169 -0.06 -0.02 -0.05 0.000
Cl 2.391718 1.459249 5.669718 0.06 0.02 -0.04 0.000
C 0.078045 0.431403 6.512888 0.02 -0.02 0.02 0.000
H -3.169725 1.076782 5.831237 0.01 0.01 -0.01 0.000
H -2.112203 2.685371 4.303035 -0.02 0.01 0.01 0.000
H 1.245368 3.701861 4.342026 0.06 0.02 -0.04 0.000
H 2.299648 2.008674 3.184935 0.07 -0.04 0.07 0.000
H 1.747635 3.172484 1.986330 -0.05 0.02 -0.01 0.000
H 0.333969 -0.158824 3.413084 -0.01 0.03 0.05 0.001
H -0.521059 -1.565224 1.222438 0.03 0.02 0.05 0.001
H 0.980026 2.166148 -0.030818 -0.01 -0.01 0.03 0.002
H -1.659506 2.723355 2.244457 0.01 -0.11 0.00 0.000
H -0.635074 3.784845 1.246848 0.12 0.01 -0.10 0.000
H -5.488346 5.765590 2.610168 0.09 -0.02 -0.02 0.000
H -4.063828 3.567117 2.784318 0.00 0.06 -0.04 0.000
H 0.696852 -0.159044 7.174549 -0.01 0.01 -0.01 0.000
```
Forces are in eV/Å.

The net charge is +3. The orbital gap (spin up / spin down) is 4.996 / 2.696 eV. The calculated total energy is -3664.70128 hartree. As for the multiplicity: 5.



Maximum force, respectively: 4.8 1.1 eV/A.